# 1
Here is an isolated molecule of C21H31N3O4 from OMol25. Energies are from the ωB97M-V functional and the def2-TZVPD basis.

Results
* net charge: 0
* DFT total energy: -1284.073666 Ha
* strongest force on any atom: 0.014 Eh/bohr
* structure (SMILES): Cc1ccc2c(c1)N(C(=O)CCC(=O)NCCCN1CCOCC1)C[C@H](C)O2

Last column: Löwdin charge in e.
Positions of all 59 atoms, in Å:
C  4.049  1.127  0.334  -0.047
C  2.870  1.077  -0.589  -0.275
C  2.299  2.240  -1.089  -0.061
C  1.189  2.182  -1.907  -0.004
C  0.621  0.960  -2.246  -0.201
C  1.203  -0.222  -1.768  -0.115
C  2.321  -0.145  -0.950  0.037
N  0.629  -1.456  -2.175  0.026
C  0.540  -2.529  -1.343  -0.403
O  1.169  -2.597  -0.303  0.052
C  -0.402  -3.651  -1.765  -0.086
C  -0.785  -4.506  -0.550  -0.089
C  -1.626  -3.633  0.377  -0.511
O  -2.802  -3.413  0.165  0.053
N  -0.943  -3.130  1.426  0.062
C  -1.474  -2.071  2.253  -0.178
C  -0.845  -0.723  1.893  -0.166
C  -1.389  0.398  2.774  -0.211
N  -0.544  1.579  2.741  -0.173
C  -0.907  2.525  3.784  -0.177
C  0.074  3.696  3.766  -0.201
O  0.068  4.352  2.521  -0.129
C  0.394  3.446  1.494  -0.200
C  -0.566  2.258  1.455  -0.159
C  -0.043  -1.326  -3.450  -0.081
C  -1.114  -0.236  -3.324  -0.345
C  -1.929  -0.068  -4.598  -0.021
O  -0.484  1.001  -3.047  0.002
H  4.571  2.076  0.246  0.076
H  4.744  0.318  0.120  0.079
H  3.715  1.015  1.366  0.082
H  2.724  3.200  -0.839  0.114
H  0.733  3.077  -2.298  0.122
H  2.764  -1.056  -0.584  0.116
H  -1.322  -3.244  -2.185  0.115
H  0.094  -4.269  -2.518  0.131
H  0.108  -4.870  -0.044  0.115
H  -1.391  -5.348  -0.883  0.124
H  0.066  -3.193  1.391  0.121
H  -2.554  -2.047  2.090  0.123
H  -1.277  -2.309  3.304  0.122
H  -1.046  -0.516  0.840  0.108
H  0.238  -0.780  2.021  0.122
H  -2.429  0.631  2.483  0.132
H  -1.404  0.048  3.811  0.120
H  -0.854  2.022  4.752  0.122
H  -1.932  2.911  3.641  0.130
H  -0.204  4.444  4.511  0.124
H  1.085  3.319  3.984  0.126
H  0.345  4.007  0.560  0.121
H  1.417  3.068  1.641  0.120
H  -0.236  1.571  0.676  0.105
H  -1.582  2.618  1.211  0.136
H  -0.478  -2.266  -3.776  0.123
H  0.695  -1.005  -4.196  0.153
H  -1.781  -0.494  -2.484  0.162
H  -2.611  0.769  -4.484  0.085
H  -2.501  -0.969  -4.800  0.085
H  -1.269  0.136  -5.437  0.087



# 2
Here is an isolated molecule of C21H31N3O4S in a non-equilibrium geometry from OMol25. Energies are from the ωB97M-V functional and the def2-TZVPD basis.

Results
* net charge: 0
* DFT total energy: -1682.294948 Ha
* strongest force on any atom: 0.021 Eh/bohr
* structure (SMILES): Cc1ccc(S(=O)(=O)N2CCC(C(=O)NCCCN3CCCC3=O)CC2)cc1C

Last column: Löwdin charge in e.
Positions of all 60 atoms, in Å:
C  2.260  -0.289  -3.994  -0.036
C  2.523  -0.979  -2.692  -0.220
C  3.733  -0.791  -2.036  -0.017
C  3.982  -1.384  -0.810  -0.064
C  3.009  -2.185  -0.248  -0.267
S  3.246  -2.846  1.402  0.677
O  2.456  -4.038  1.530  -0.285
O  4.654  -2.914  1.662  -0.283
N  2.616  -1.746  2.477  -0.234
C  3.304  -0.489  2.642  -0.180
C  2.770  0.600  1.712  -0.123
C  1.251  0.742  1.824  -0.213
C  0.736  1.649  0.705  -0.468
O  1.398  1.959  -0.266  0.070
N  -0.535  2.064  0.889  0.073
C  -1.252  2.756  -0.156  -0.167
C  -1.698  1.817  -1.286  -0.141
C  -2.491  0.610  -0.772  -0.136
N  -3.655  0.974  -0.005  -0.060
C  -4.872  1.443  -0.627  -0.140
C  -5.905  1.365  0.503  -0.147
C  -5.058  1.488  1.769  -0.071
C  -3.683  1.012  1.339  -0.455
O  -2.751  0.727  2.070  0.040
C  0.565  -0.624  1.669  -0.117
C  1.185  -1.660  2.608  -0.176
C  1.817  -2.420  -0.903  -0.040
C  1.554  -1.815  -2.125  -0.218
C  0.242  -2.046  -2.811  -0.036
H  1.990  -1.007  -4.767  0.084
H  3.137  0.263  -4.320  0.079
H  1.434  0.413  -3.886  0.084
H  4.484  -0.156  -2.482  0.116
H  4.913  -1.241  -0.286  0.118
H  3.184  -0.178  3.687  0.131
H  4.360  -0.684  2.456  0.115
H  3.015  0.368  0.675  0.095
H  3.244  1.552  1.957  0.128
H  0.982  1.172  2.794  0.155
H  -1.102  1.620  1.605  0.095
H  -0.584  3.512  -0.576  0.123
H  -2.114  3.252  0.296  0.119
H  -0.806  1.446  -1.792  0.102
H  -2.293  2.383  -2.004  0.109
H  -1.854  0.007  -0.120  0.115
H  -2.811  -0.007  -1.618  0.125
H  -5.131  0.811  -1.481  0.125
H  -4.747  2.473  -0.985  0.125
H  -6.659  2.145  0.423  0.110
H  -6.406  0.398  0.482  0.114
H  -5.430  0.898  2.605  0.122
H  -4.968  2.524  2.102  0.127
H  0.678  -0.955  0.634  0.103
H  -0.500  -0.538  1.897  0.104
H  0.956  -1.397  3.648  0.134
H  0.792  -2.658  2.406  0.115
H  1.102  -3.088  -0.445  0.121
H  -0.394  -2.694  -2.214  0.080
H  0.396  -2.511  -3.784  0.085
H  -0.274  -1.100  -2.974  0.073



# 3
Here is a structure of composition C21H31N3O6V from OMol25. Energies are from the ωB97M-V functional and the def2-TZVPD basis.

Results
* net charge: +3
* DFT total energy: -2377.607069 Ha
* strongest force on any atom: 0.007 Eh/bohr
* 2S+1: 3

Last column: Mulliken spin population.
Positions of all 62 atoms, in Å:
V  0.340  -0.082  -0.095  1.971
C  2.442  1.665  1.245  0.001
C  1.909  0.680  2.263  0.019
O  0.556  0.311  1.862  -0.010
C  -0.613  0.880  2.527  0.020
C  -1.143  1.976  1.628  0.002
O  -1.082  1.432  0.279  -0.020
C  -1.229  2.430  -0.766  0.006
C  -0.911  1.726  -2.067  0.014
O  0.277  0.892  -1.881  -0.012
C  1.569  1.404  -2.336  0.030
C  2.259  2.051  -1.157  0.001
O  2.055  1.138  -0.052  -0.011
H  3.526  1.752  1.305  0.000
H  1.995  2.654  1.371  -0.002
H  1.903  1.105  3.265  0.000
H  2.487  -0.241  2.263  -0.003
H  -0.340  1.242  3.515  0.002
H  -1.312  0.052  2.636  -0.017
H  -0.514  2.868  1.674  -0.003
H  -2.170  2.243  1.873  -0.001
H  -0.534  3.250  -0.571  -0.002
H  -2.246  2.820  -0.772  0.000
H  -0.741  2.437  -2.872  0.000
H  -1.717  1.058  -2.365  -0.002
H  1.428  2.098  -3.161  0.001
H  2.121  0.538  -2.697  -0.009
H  1.820  3.020  -0.910  -0.002
H  3.325  2.181  -1.345  0.000
O  -0.347  -2.382  3.586  -0.001
C  0.776  -3.196  3.942  0.000
N  0.788  -4.491  3.329  0.000
C  1.323  -4.856  2.130  0.000
O  1.377  -6.000  1.748  -0.001
C  1.871  -3.789  1.211  -0.007
C  3.014  -4.067  0.464  0.012
C  3.473  -3.127  -0.452  -0.001
C  2.755  -1.963  -0.633  0.032
N  1.617  -1.719  0.043  -0.056
C  1.201  -2.615  0.963  0.044
H  -1.122  -2.705  4.062  0.000
H  0.810  -3.329  5.021  0.000
H  1.656  -2.633  3.636  0.000
H  0.448  -5.279  3.866  0.000
H  3.521  -5.015  0.601  -0.001
H  4.372  -3.300  -1.026  0.000
H  3.081  -1.215  -1.343  0.000
H  0.288  -2.393  1.505  -0.008
N  -1.248  -1.316  -0.832  0.018
C  -1.265  -2.781  -0.665  -0.006
C  -0.532  -3.567  -1.539  -0.004
C  -0.498  -4.940  -1.348  0.002
C  -1.191  -5.514  -0.290  -0.004
C  -1.940  -4.716  0.562  0.002
C  -1.980  -3.340  0.378  -0.010
H  -2.139  -0.959  -0.481  0.008
H  -1.280  -1.143  -1.839  0.010
H  0.001  -3.119  -2.372  -0.001
H  0.062  -5.564  -2.032  0.000
H  -1.156  -6.584  -0.138  0.000
H  -2.511  -5.168  1.362  0.000
H  -2.577  -2.716  1.037  0.000



# 4
Here is a structure of composition C21H31O4V in a non-equilibrium geometry from OMol25. Energies are from the ωB97M-V functional and the def2-TZVPD basis.

Results
* net charge: -1
* DFT total energy: -2063.629975 Ha
* strongest force on any atom: 0.120 Eh/bohr
* 2S+1: 4

Last column: Mulliken spin population.
Positions of all 57 atoms, in Å:
O  -1.325  2.225  -2.454  0.000
C  -0.104  3.024  -2.470  0.003
C  -0.889  4.309  -2.137  0.000
H  0.327  3.003  -3.468  0.000
H  0.651  2.740  -1.724  -0.003
C  -2.079  3.350  -1.921  -0.001
H  -0.894  4.938  -3.039  0.000
H  -0.600  4.869  -1.244  0.000
C  -3.342  3.532  -2.726  0.000
H  -3.069  3.653  -3.772  0.000
H  -3.868  4.415  -2.342  0.000
H  -4.014  2.651  -2.646  0.000
C  -2.387  3.247  -0.429  0.003
H  -1.503  3.006  0.185  0.003
H  -3.196  2.550  -0.161  0.001
H  -2.761  4.237  -0.132  0.000
V  0.535  -0.807  1.062  2.597
C  1.226  0.631  2.858  0.024
C  2.367  -0.181  2.625  0.117
C  2.820  0.054  1.288  -0.019
H  2.876  -0.762  3.394  -0.015
C  1.963  1.035  0.683  -0.025
C  0.976  1.408  1.663  0.044
H  0.326  2.267  1.592  0.016
H  0.762  0.783  3.830  -0.019
H  3.746  -0.302  0.853  0.006
H  2.146  1.533  -0.257  -0.004
C  -0.983  -1.029  2.821  0.051
C  -1.403  0.125  2.063  0.083
C  -1.759  -0.315  0.750  0.052
H  -1.562  1.122  2.457  -0.018
C  -1.660  -1.741  0.724  0.051
C  -1.150  -2.184  1.989  -0.074
H  -0.994  -3.209  2.291  0.004
H  -0.736  -1.057  3.879  -0.014
H  -2.173  0.303  -0.049  0.016
H  -2.039  -2.387  -0.060  0.009
O  0.613  -1.149  -0.932  -0.018
C  -0.044  -1.027  -2.410  0.027
C  0.658  -2.104  -3.259  -0.001
H  0.181  -0.013  -2.793  0.004
H  -1.128  -1.205  -2.289  0.003
C  1.445  -2.998  -2.310  0.010
H  1.350  -1.603  -3.935  0.000
H  -0.064  -2.664  -3.865  0.000
C  1.352  -2.431  -0.900  0.028
H  2.504  -3.083  -2.596  -0.001
H  1.007  -3.995  -2.260  0.001
H  2.340  -2.221  -0.439  -0.006
H  0.776  -3.140  -0.280  0.004
C  1.717  -3.397  3.836  0.006
C  1.997  -3.312  2.373  0.003
O  2.705  -4.088  1.758  0.018
O  1.392  -2.303  1.745  0.032
H  2.646  -3.285  4.395  0.002
H  1.315  -4.389  4.040  -0.001
H  1.004  -2.630  4.145  0.000



- The highest net charge belongs to which entry?
  C21H31N3O6V